Record 1
A 2-piece molecular cluster, C4H12O overall. Source: OMol25; level of theory: ωB97M-V/def2-TZVPD.

Properties
Net charge: 0
Structure (SMILES): CCO.CC
2S+1: 1

Each line ends with the natural charge from an NBO analysis.
Positions of all 17 atoms, in Å:
C (1.463, -1.081, 1.615)  -0.624
C (1.584, -0.066, 0.506)  -0.060
O (1.475, -0.752, -0.738)  -0.728
H (0.505, -1.597, 1.556)  0.211
H (1.534, -0.604, 2.592)  0.210
H (2.257, -1.826, 1.541)  0.213
H (0.801, 0.692, 0.597)  0.156
H (2.550, 0.452, 0.562)  0.155
H (1.324, -0.107, -1.434)  0.468
C (-2.173, 1.300, -0.035)  -0.603
C (-2.110, 0.431, -1.294)  -0.610
H (-2.978, 2.033, -0.111)  0.203
H (-2.315, 0.681, 0.850)  0.203
H (-1.239, 1.844, 0.121)  0.194
H (-1.315, -0.311, -1.202)  0.209
H (-1.935, 1.028, -2.187)  0.199
H (-3.044, -0.121, -1.412)  0.203

---

Record 2
A 10-piece molecular cluster, C40H50F30O20 overall. Source: OMol25; level of theory: ωB97M-V/def2-TZVPD.

Properties
Net charge: 0
Structure (SMILES): CCOC(=O)C(F)(F)F.CCOC(=O)C(F)(F)F.CCOC(=O)C(F)(F)F.CCOC(=O)C(F)(F)F.CCOC(=O)C(F)(F)F.CCOC(=O)C(F)(F)F.CCOC(=O)C(F)(F)F.CCOC(=O)C(F)(F)F.CCOC(=O)C(F)(F)F.CCOC(=O)C(F)(F)F
2S+1: 1

Each line ends with the Mulliken charge.
Positions of all 140 atoms, in Å:
C (16.876, 20.251, 8.932)  -0.962
C (16.497, 19.356, 10.112)  -0.274
O (17.361, 18.202, 10.079)  -0.266
C (16.977, 17.252, 9.217)  0.264
O (15.946, 17.120, 8.692)  -0.453
C (18.112, 16.104, 9.176)  0.898
F (18.666, 15.880, 10.324)  -0.203
F (17.501, 14.926, 8.711)  -0.256
F (19.090, 16.484, 8.296)  -0.272
H (16.672, 19.753, 7.942)  0.296
H (17.909, 20.610, 8.898)  0.297
H (16.330, 21.186, 9.154)  0.345
H (15.485, 18.947, 10.134)  0.333
H (16.764, 19.771, 11.093)  0.257
C (15.389, 12.820, 11.310)  -1.023
C (16.602, 12.447, 12.168)  -0.240
O (16.304, 11.698, 13.430)  -0.227
C (17.298, 11.576, 14.266)  0.317
O (18.407, 11.996, 14.061)  -0.567
C (16.854, 10.749, 15.521)  0.965
F (15.902, 11.468, 16.133)  -0.229
F (16.305, 9.509, 15.270)  -0.273
F (17.912, 10.610, 16.319)  -0.230
H (15.017, 12.038, 10.655)  0.353
H (15.789, 13.585, 10.636)  0.222
H (14.643, 13.309, 11.903)  0.265
H (17.147, 13.335, 12.454)  0.293
H (17.308, 11.975, 11.531)  0.350
C (19.422, 15.312, 19.969)  -1.158
C (18.263, 16.004, 19.319)  -0.015
O (18.264, 15.850, 17.843)  -0.227
C (17.103, 15.826, 17.245)  0.520
O (15.990, 15.805, 17.759)  -0.484
C (17.304, 15.408, 15.710)  0.740
F (16.167, 15.226, 15.144)  -0.214
F (17.874, 16.374, 15.022)  -0.290
F (17.971, 14.237, 15.616)  -0.218
H (19.382, 14.190, 19.845)  0.162
H (19.488, 15.614, 21.006)  0.405
H (20.381, 15.545, 19.425)  0.262
H (18.223, 17.076, 19.414)  0.478
H (17.293, 15.635, 19.637)  0.005
C (21.141, 22.340, 14.231)  -1.198
C (20.164, 21.392, 14.899)  -0.162
O (20.952, 20.277, 15.367)  -0.211
C (20.347, 19.545, 16.275)  0.378
O (19.211, 19.698, 16.626)  -0.548
C (21.190, 18.368, 16.858)  0.907
F (21.532, 18.578, 18.147)  -0.275
F (20.436, 17.225, 16.909)  -0.192
F (22.299, 18.164, 16.194)  -0.239
H (22.016, 22.577, 14.842)  0.300
H (20.682, 23.313, 14.045)  0.391
H (21.512, 22.018, 13.221)  0.295
H (19.206, 21.189, 14.402)  0.345
H (19.835, 21.939, 15.834)  0.251
C (9.035, 10.417, 18.816)  -0.866
C (9.618, 9.903, 17.449)  -0.024
O (10.211, 8.623, 17.661)  -0.278
C (10.915, 8.203, 16.606)  0.340
O (10.992, 8.760, 15.555)  -0.499
C (11.565, 6.826, 16.914)  0.838
F (11.566, 6.099, 15.734)  -0.261
F (12.857, 6.951, 17.250)  -0.216
F (10.871, 6.114, 17.805)  -0.226
H (9.824, 10.229, 19.582)  0.336
H (8.184, 9.742, 19.141)  0.336
H (8.734, 11.463, 18.822)  0.057
H (10.356, 10.670, 17.166)  0.186
H (8.811, 9.759, 16.683)  0.274
C (13.263, 14.816, 16.096)  -0.880
C (12.191, 15.709, 16.630)  1.044
O (12.623, 17.074, 16.681)  -0.374
C (12.538, 17.746, 17.822)  0.411
O (11.918, 17.528, 18.849)  -0.520
C (13.319, 19.073, 17.736)  0.755
F (12.750, 19.842, 16.760)  -0.284
F (13.359, 19.712, 18.873)  -0.241
F (14.582, 18.838, 17.365)  -0.188
H (14.162, 14.847, 16.732)  -0.365
H (13.588, 15.067, 15.089)  0.363
H (12.847, 13.838, 16.056)  0.593
H (11.848, 15.367, 17.617)  -0.031
H (11.280, 15.763, 15.997)  -0.408
C (8.657, 13.310, 16.257)  -0.569
C (7.953, 14.247, 15.320)  -0.722
O (9.024, 15.100, 14.704)  -0.085
C (8.667, 15.927, 13.723)  0.250
O (7.556, 16.040, 13.209)  -0.578
C (9.861, 16.867, 13.345)  0.892
F (10.026, 17.785, 14.371)  -0.220
F (10.987, 16.212, 13.281)  -0.231
F (9.674, 17.554, 12.251)  -0.263
H (7.812, 12.674, 16.456)  0.431
H (9.045, 13.847, 17.094)  -0.059
H (9.369, 12.734, 15.667)  0.389
H (7.290, 15.033, 15.807)  0.249
H (7.409, 13.711, 14.514)  0.503
C (10.559, 20.548, 20.707)  -1.213
C (10.091, 19.120, 20.713)  -0.085
O (9.557, 18.898, 19.405)  -0.249
C (8.932, 17.704, 19.318)  0.075
O (8.702, 16.965, 20.222)  -0.561
C (8.716, 17.376, 17.864)  1.052
F (8.964, 18.374, 17.063)  -0.243
F (9.543, 16.423, 17.461)  -0.057
F (7.476, 16.855, 17.695)  -0.235
H (11.375, 20.615, 19.991)  0.173
H (10.838, 20.835, 21.706)  0.414
H (9.760, 21.218, 20.265)  0.296
H (9.255, 19.069, 21.388)  0.427
H (10.930, 18.442, 20.938)  0.227
C (4.823, 15.648, 22.091)  -1.214
C (5.593, 15.125, 20.877)  -0.058
O (6.946, 14.821, 21.324)  -0.274
C (7.764, 14.439, 20.373)  0.456
O (7.525, 14.255, 19.203)  -0.535
C (9.147, 14.152, 20.927)  0.812
F (10.069, 14.222, 19.954)  -0.103
F (9.536, 14.958, 21.910)  -0.238
F (9.098, 12.912, 21.391)  -0.269
H (4.756, 14.896, 22.969)  0.283
H (3.795, 15.943, 21.769)  0.380
H (5.311, 16.515, 22.545)  0.295
H (5.743, 15.960, 20.213)  0.187
H (5.157, 14.314, 20.431)  0.354
C (14.384, 13.676, 19.516)  -0.426
C (14.662, 12.648, 18.446)  0.643
O (15.476, 11.507, 19.076)  -0.403
C (16.743, 11.744, 19.173)  0.273
O (17.289, 12.747, 18.808)  -0.349
C (17.615, 10.563, 19.845)  0.780
F (18.831, 10.996, 19.999)  -0.249
F (17.279, 10.163, 21.091)  -0.295
F (17.600, 9.556, 19.050)  -0.226
H (13.643, 14.476, 19.249)  -0.071
H (15.304, 14.233, 19.647)  -0.239
H (14.095, 13.217, 20.495)  0.450
H (15.225, 13.201, 17.674)  -0.228
H (13.799, 12.052, 18.077)  0.397

---

Record 3
A 3-piece molecular cluster, C2H8N6O4 overall. Source: OMol25; level of theory: ωB97M-V/def2-TZVPD.

Properties
Net charge: 0
2S+1: 1

Each line ends with the natural charge from an NBO analysis.
Positions of all 20 atoms, in Å:
C (0.916, -0.673, -1.408)  0.682
C (-1.634, -0.505, 2.905)  0.538
N (-0.050, -1.505, -1.184)  -0.735
N (1.423, -0.488, -2.772)  -0.817
N (1.673, -0.199, -0.389)  -0.822
N (-2.290, -0.275, 3.895)  -0.636
N (-0.739, 2.030, -0.361)  0.460
N (-1.164, -0.560, 1.666)  0.250
O (-0.812, 1.521, -1.402)  -0.291
O (0.742, 2.444, -0.134)  -0.694
O (-1.343, -1.600, 0.948)  -0.608
O (-0.423, 0.491, 1.275)  -0.675
H (-0.502, -1.672, -2.084)  0.371
H (-0.597, -1.579, -0.278)  0.451
H (0.634, -0.680, -3.356)  0.386
H (1.909, 0.492, -2.679)  0.410
H (1.109, 0.260, 0.391)  0.473
H (2.579, 0.353, -0.648)  0.393
H (0.718, 2.841, 0.829)  0.480
H (-2.149, -0.695, 4.787)  0.386

---

Record 4
One molecule with the formula C4H10N2O. Source: OMol25; level of theory: ωB97M-V/def2-TZVPD.

Properties
Net charge: 0
2S+1: 1

Each line ends with the natural charge from an NBO analysis.
Positions of all 17 atoms, in Å:
C (-0.487, 0.033, 0.086)  -0.120
C (1.033, 0.003, 0.413)  0.256
C (-1.093, -1.321, -0.060)  -0.257
C (-1.352, 0.672, 1.094)  -0.276
N (-0.619, 0.739, -1.209)  -0.851
N (1.844, -0.770, -0.505)  -0.858
O (1.485, 1.356, 0.420)  -0.737
H (2.449, 1.320, 0.394)  0.483
H (1.137, -0.443, 1.407)  0.158
H (0.001, 1.533, -1.335)  0.388
H (-1.582, 0.962, -1.420)  0.372
H (1.831, -1.756, -0.276)  0.369
H (1.533, -0.647, -1.463)  0.374
H (-0.774, -1.968, -0.867)  0.172
H (-1.976, -1.596, 0.492)  0.174
H (-2.210, 0.162, 1.502)  0.173
H (-1.219, 1.722, 1.327)  0.180

---

Number 1: energy -6389.771 eV. Number 2: energy -164766.460 eV. Number 3: energy -19326.000 eV. Number 4: energy -9334.158 eV.